Entry 1:
{"formula": "C3H8BNO4", "method": "wB97M-V/def2-TZVPD", "symbols": ["C", "C", "O", "B", "O", "O", "C", "N", "O", "H", "H", "H", "H", "H", "H", "H", "H"], "xyz": [[-0.50185, 2.40176, 0.33700], [-1.33111, 1.15702, 0.13501], [-0.87551, 0.04601, 0.91829], [0.32933, -0.44167, 0.56517], [1.19513, -0.94085, 1.51488], [0.73818, -0.41475, -0.78869], [0.77065, -1.62000, -1.40756], [0.57583, -2.81035, -0.66135], [0.97983, -1.65582, -2.53207], [-0.97897, 3.19395, -0.23098], [-0.49547, 2.69952, 1.37596], [0.51227, 2.31817, -0.04568], [-2.33785, 1.36595, 0.47520], [-1.42572, 0.91721, -0.91861], [1.97470, -0.37272, 1.51238], [1.24630, -2.91574, 0.08823], [-0.37574, -2.92768, -0.33718]], "forces_ev_per_a": [[-0.1, 0.0, -0.3], [-0.8, 0.2, 0.1], [0.2, 0.4, -0.1], [0.3, -0.2, 0.0], [0.0, 0.4, 0.2], [-0.4, 0.1, 1.1], [-0.2, -0.1, 3.0], [-0.2, -0.1, 0.4], [0.8, -0.1, -5.1], [-0.1, 0.2, -0.1], [0.1, 0.0, 0.3], [0.2, -0.2, 0.0], [-0.2, -0.1, 0.2], [0.3, -0.3, -0.2], [0.3, -0.4, 0.1], [-0.2, 0.1, 0.2], [0.1, 0.0, 0.1]], "largest_force_ev_per_a": 5.19, "relative_energy_kcal_mol": 2.7, "e_homo_ev": -10.3, "orbital_gap_ev": 10.63, "energy_ha": -499.8029, "multiplicity": 1, "smiles": "CCOB(O)OC(N)=O", "charge": 0}

Entry 2:
{"formula": "C3H8BiO3", "method": "wB97M-V/def2-TZVPD", "symbols": ["O", "C", "C", "O", "C", "H", "H", "H", "H", "H", "H", "Bi", "H", "O", "H"], "xyz": [[0.98858, -1.52501, 5.70400], [0.97271, -1.84480, 4.35001], [0.59336, -0.70159, 3.40266], [-0.74776, -0.27553, 3.48069], [-1.03635, 0.69011, 4.53436], [0.27102, -2.68218, 4.14286], [1.97283, -2.19564, 4.01483], [0.75711, -1.04840, 2.36834], [1.27236, 0.15841, 3.57070], [-2.13995, 0.69741, 4.57917], [-0.69814, 1.67978, 4.15862], [-0.07193, -0.06026, 6.29902], [-1.50805, 2.24073, 7.53851], [-1.13082, 1.41863, 7.88388], [-0.77683, 1.57512, 8.76557]], "forces_ev_per_a": [[1.4, -2.3, -1.3], [0.3, -1.2, -2.5], [0.7, 0.0, -0.2], [-0.6, 0.3, 0.7], [-0.3, -0.5, -3.0], [0.4, 0.3, 0.3], [-0.4, 0.2, 0.4], [-0.1, 0.1, 0.4], [0.0, -0.1, 0.0], [0.4, 0.1, 0.4], [-0.1, -0.2, 0.6], [-0.4, 1.6, 3.1], [-0.1, 0.1, 0.6], [-0.8, 1.1, 0.3], [-0.1, 0.2, 0.2]], "largest_force_ev_per_a": 3.56, "relative_energy_kcal_mol": 30.8, "e_homo_ev": -13.5, "orbital_gap_ev": 7.25, "energy_ha": -559.0630, "multiplicity": 1, "charge": 1}

Entry 3:
{"formula": "C3H8Br2GaIOP", "method": "wB97M-V/def2-TZVPD", "symbols": ["C", "C", "Br", "C", "Br", "Ga", "I", "P", "O", "H", "H", "H", "H", "H", "H", "H", "H"], "xyz": [[-1.73380, 1.23469, -1.43697], [-1.21134, -0.30147, -1.17592], [-1.90363, -0.80571, 0.67490], [0.45595, -0.41845, -1.17114], [1.00572, -2.35556, -1.30808], [1.07224, 0.49158, 0.60882], [3.43335, 1.70698, 0.35688], [1.30675, -0.98212, 2.40746], [1.52396, -2.49812, 2.01782], [-2.43718, 1.57187, -0.53715], [-2.32471, 1.28123, -2.47073], [-0.78576, 1.94955, -1.42841], [-1.70075, -1.10146, -1.90171], [0.94125, 0.13635, -2.10323], [-0.08907, 1.58506, 0.94509], [0.07239, -0.89007, 3.19185], [2.37463, -0.60437, 3.33052]], "forces_ev_per_a": [[0.2, 0.0, 0.1], [0.7, 0.1, -1.1], [0.2, -0.3, -1.0], [-1.1, 0.9, -0.7], [-0.4, 1.1, -0.2], [-0.5, 0.6, -0.5], [-0.3, -0.2, -0.1], [0.5, -4.0, -0.2], [-0.4, 3.0, 0.9], [1.5, -0.7, -2.2], [1.4, 0.0, 2.3], [-2.1, -1.5, -0.2], [1.0, 1.8, 1.6], [-1.4, -1.3, 1.8], [0.7, -0.1, 0.0], [0.9, 0.3, -0.1], [-0.9, 0.2, -0.3]], "largest_force_ev_per_a": 4.03, "relative_energy_kcal_mol": 38.8, "e_homo_ev": -5.0, "orbital_gap_ev": 7.82, "energy_ha": -7906.2700, "multiplicity": 1, "charge": -1}

Entry 4:
{"formula": "C3H8BrCuNO", "method": "wB97M-V/def2-TZVPD", "symbols": ["Cu", "Br", "C", "C", "O", "N", "H", "H", "C", "H", "H", "H", "H", "H", "H"], "xyz": [[0.49469, -8.72138, 1.16129], [-1.67419, -5.19286, 1.74841], [-0.07430, 2.72694, 0.22088], [-0.19171, 1.32675, 0.70297], [-0.55911, 1.07344, 1.86398], [0.60930, 0.16884, -0.02003], [1.59669, 0.36001, -0.11290], [0.55315, -0.69066, 0.50743], [0.03151, -0.08345, -1.40231], [-0.41206, 2.98638, -0.78248], [0.81926, 3.24382, 0.57082], [-0.83039, 3.26858, 0.78925], [0.49988, -0.97080, -1.82815], [0.18132, 0.74865, -2.09024], [-1.04405, -0.24426, -1.32891]], "forces_ev_per_a": [[-0.1, 0.0, 0.1], [0.1, -0.2, 0.0], [-1.6, 0.8, -0.3], [0.6, -0.5, 5.8], [1.0, 0.0, -5.0], [-1.5, 0.7, -1.3], [0.5, 0.6, 0.1], [-0.4, -0.2, 0.6], [-0.1, -0.3, -0.4], [0.8, -0.5, -0.4], [0.5, -0.5, -0.5], [-0.2, -0.2, 0.4], [0.0, 0.1, 0.1], [0.3, 0.1, 0.4], [0.1, -0.1, 0.3]], "largest_force_ev_per_a": 5.88, "relative_energy_kcal_mol": 10.3, "e_homo_ev": [-17.2, -16.8], "orbital_gap_ev": [7.76, 7.34], "energy_ha": -4462.8495, "multiplicity": 2, "charge": 2, "s2": 0.7524}

Entry 5:
{"formula": "C3H8BrNO", "method": "wB97M-V/def2-TZVPD", "symbols": ["Br", "C", "H", "H", "H", "O", "C", "N", "C", "H", "H", "H", "H", "H"], "xyz": [[1.06475, 2.41561, 0.19131], [2.07143, 0.95756, 0.89628], [2.29425, 0.22595, 0.10148], [1.50293, 0.44916, 1.69312], [3.02400, 1.31858, 1.31924], [0.52941, -0.67659, 0.35481], [-0.54532, -0.50042, -0.20200], [-0.96863, 0.74207, -0.58271], [-1.50752, -1.62263, -0.52440], [-1.86808, 0.88624, -1.04825], [-0.35854, 1.54036, -0.39022], [-1.07769, -2.57825, -0.17993], [-1.68575, -1.68838, -1.61092], [-2.47520, -1.46920, -0.01780]], "forces_ev_per_a": [[2.6, 2.4, 0.9], [2.0, -0.8, 1.1], [-0.1, 0.8, 0.6], [0.5, 0.7, -0.6], [-0.5, 0.4, -0.3], [-1.8, -1.3, -0.7], [-0.7, 0.5, -0.4], [-1.5, -1.3, -0.6], [-0.1, -0.7, 0.1], [0.7, -0.4, 0.4], [-1.3, -1.0, -0.5], [-0.2, 0.5, -0.2], [0.0, 0.1, 0.4], [0.4, 0.0, -0.2]], "largest_force_ev_per_a": 3.65, "relative_energy_kcal_mol": 13.9, "e_homo_ev": -9.5, "orbital_gap_ev": 10.35, "energy_ha": -2823.0796, "multiplicity": 1, "charge": 0}

Entry 6:
{"formula": "C3H8BrO3S", "method": "wB97M-V/def2-TZVPD", "symbols": ["Br", "O", "S", "O", "O", "C", "C", "C", "H", "H", "H", "H", "H", "H", "H", "H"], "xyz": [[-10.40848, 26.79563, -0.15834], [-6.73351, 31.72553, 0.97758], [-6.91143, 30.50370, 0.22469], [-6.97106, 30.49335, -1.21472], [-5.67343, 29.52676, 0.55974], [-5.30175, 29.32460, 1.92705], [-5.59880, 27.88827, 2.32218], [-8.29559, 29.52448, 0.91542], [-5.77320, 30.08975, 2.53952], [-4.21673, 29.42204, 1.96514], [-4.95210, 27.23842, 1.73073], [-6.63404, 27.60013, 2.14522], [-5.34538, 27.70355, 3.36716], [-8.16183, 29.50544, 1.99358], [-8.21202, 28.54856, 0.44621], [-9.19706, 30.06264, 0.64204]], "forces_ev_per_a": [[0.1, 0.0, 0.1], [-0.1, -0.4, -0.5], [-0.5, -1.0, 0.1], [0.1, 0.4, 1.1], [-0.1, 0.3, -0.4], [0.2, -0.5, 0.1], [0.0, -0.1, 0.0], [1.3, 1.1, -0.6], [0.0, 0.0, 0.2], [0.0, 0.5, 0.0], [-0.2, -0.1, -0.1], [0.0, 0.0, 0.0], [-0.1, 0.1, 0.1], [0.0, -0.1, 0.0], [-0.5, -0.1, 0.0], [-0.2, -0.2, -0.1]], "largest_force_ev_per_a": 1.78, "relative_energy_kcal_mol": 0.0, "e_homo_ev": -3.9, "orbital_gap_ev": 6.89, "energy_ha": -3317.1049, "multiplicity": 1, "charge": -1}

Entry 7:
{"formula": "C3H8BrO7SV2", "method": "wB97M-V/def2-TZVPD", "symbols": ["O", "V", "O", "O", "V", "O", "Br", "O", "S", "O", "O", "C", "C", "C", "H", "H", "H", "H", "H", "H", "H", "H"], "xyz": [[5.19227, -1.69473, -0.82564], [3.92937, -2.61980, -0.58282], [4.54592, -4.06381, -0.51953], [3.78953, -3.74781, 7.31694], [4.29373, -2.50053, 6.55145], [5.86173, -2.56136, 6.21594], [2.83620, -2.39726, 3.11451], [0.56192, 0.22823, -1.63205], [-0.55029, 1.07779, -1.29270], [-0.63208, 2.48117, -1.82032], [-1.84881, 0.23072, -1.78394], [-3.13594, 0.90943, -1.94043], [-3.35948, 1.96206, -2.93179], [-0.96087, 1.10276, 0.54881], [-3.32802, 1.41855, -0.99597], [-3.83665, 0.10259, -2.15517], [-3.02181, 1.61786, -3.90934], [-2.80684, 2.87377, -2.70491], [-4.40241, 2.26079, -3.03741], [-0.03539, 0.96919, 1.10896], [-1.66558, 0.27207, 0.58665], [-1.42650, 2.07830, 0.68879]], "forces_ev_per_a": [[-2.4, -1.3, 0.3], [3.2, -0.4, 0.8], [-1.2, 1.8, -0.2], [0.8, 0.3, -0.3], [1.8, 0.0, -2.2], [-3.1, -0.4, 1.1], [0.6, 0.0, 0.2], [-0.3, 0.3, 0.6], [-1.6, 2.7, -0.7], [0.4, -3.7, 1.5], [0.8, 0.9, -0.8], [-0.7, -0.3, 1.7], [1.2, 1.2, -2.0], [0.5, 0.0, -2.1], [-0.4, -0.7, 0.5], [0.2, -0.2, 0.5], [-0.1, 0.1, -0.2], [0.0, -0.1, 0.0], [-0.1, -0.5, 0.3], [-0.3, 0.0, 0.0], [0.2, 0.1, 0.6], [0.1, -0.2, 0.2]], "largest_force_ev_per_a": 4.04, "relative_energy_kcal_mol": 104.7, "e_homo_ev": -12.6, "orbital_gap_ev": 5.76, "energy_ha": -5505.5117, "multiplicity": 1, "charge": 1}

Entry 8:
{"formula": "C3H8BrOPS", "method": "wB97M-V/def2-TZVPD", "symbols": ["C", "O", "P", "S", "Br", "H", "H", "H", "H", "C", "C", "H", "H", "H", "H"], "xyz": [[-1.15605, -1.64328, 2.05872], [-1.09165, -0.36127, 1.47122], [-1.17917, -0.14640, -0.14675], [-1.23492, 1.94165, -0.12161], [-3.29215, -0.70911, -0.44206], [-1.31996, -1.45149, 3.18383], [-0.22860, -2.09347, 2.16805], [-1.97814, -2.28903, 1.51479], [-1.68361, 1.68092, -1.38571], [2.74061, 0.97504, -1.08806], [1.56417, 0.68292, -1.63215], [3.61269, 0.30727, -0.89037], [2.89122, 1.95166, -0.80763], [1.43309, -0.28656, -1.92772], [0.92246, 1.44113, -1.95454]], "forces_ev_per_a": [[-3.0, 0.1, 1.3], [0.3, 0.7, -0.3], [0.9, -0.8, 0.9], [-0.6, -0.1, -0.5], [-1.0, -0.1, -0.3], [-0.8, -0.3, -1.7], [2.0, -1.2, -1.0], [1.7, 1.1, 1.5], [0.2, 0.7, 0.3], [0.2, -1.6, -0.1], [2.7, 0.5, 0.4], [-1.2, 0.2, -0.2], [0.6, 2.3, 0.6], [-0.9, -2.3, -0.9], [-1.1, 0.9, 0.0]], "largest_force_ev_per_a": 3.25, "relative_energy_kcal_mol": 56.7, "e_homo_ev": -8.9, "orbital_gap_ev": 9.56, "energy_ha": -3507.8646, "multiplicity": 1, "smiles": "COP(S)Br.C=C", "charge": 0}

Entry 9:
{"formula": "C3H8Cl2NP", "method": "wB97M-V/def2-TZVPD", "symbols": ["C", "C", "C", "N", "P", "Cl", "Cl", "H", "H", "H", "H", "H", "H", "H", "H"], "xyz": [[-0.97778, -0.32403, -0.80015], [1.27194, 1.14387, -0.24045], [-0.13637, 0.66059, 0.32569], [-1.07449, 1.71421, 0.50672], [-0.11510, -0.23468, 1.92459], [-1.10158, 2.96177, -0.68734], [-0.65751, 2.48521, 2.06239], [-0.78265, -1.40947, -0.74537], [-1.98239, -0.02839, -0.56088], [-0.84873, 0.07430, -1.91416], [1.79760, 1.61201, 0.50175], [1.83217, 0.42046, -0.77164], [1.02343, 1.96527, -0.99779], [0.00262, -1.61402, 1.62839], [-1.59292, -0.33388, 2.13981]], "forces_ev_per_a": [[1.6, 2.4, -1.1], [-3.6, 0.7, -1.7], [0.6, -2.8, -4.4], [-0.8, 1.3, 1.6], [-0.8, -0.7, 2.0], [-0.1, 0.0, -0.2], [-0.3, 0.9, -0.3], [0.0, 0.8, 0.1], [-0.7, -0.6, 0.2], [0.2, -0.9, 2.3], [1.6, 1.0, 2.0], [0.4, -1.0, -0.2], [0.4, -1.3, 0.9], [0.0, 0.1, -0.8], [1.5, 0.2, -0.4]], "largest_force_ev_per_a": 5.22, "relative_energy_kcal_mol": 89.9, "e_homo_ev": -9.0, "orbital_gap_ev": 9.03, "energy_ha": -1435.4504, "multiplicity": 1, "charge": 0}

Entry 10:
{"formula": "C3H8Cl2NP", "method": "wB97M-V/def2-TZVPD", "symbols": ["C", "C", "C", "N", "P", "Cl", "Cl", "H", "H", "H", "H", "H", "H", "H", "H"], "xyz": [[-1.65660, 0.91435, -1.54932], [-0.55523, 1.76956, 0.35647], [1.43512, -2.53027, -0.24069], [-1.47410, 0.71853, -0.14368], [-1.47372, -0.90528, 0.34532], [1.97268, -2.53591, 1.35628], [-1.04432, -0.63670, 2.25845], [-0.76308, 1.45991, -1.90261], [-1.85054, -0.00477, -2.18809], [-2.61156, 1.47304, -1.78880], [-0.86983, 2.77165, -0.21482], [-0.65124, 1.94549, 1.45642], [0.47381, 1.44352, 0.13762], [0.91577, -3.37533, -0.60783], [2.24034, -2.01722, -0.87839]], "forces_ev_per_a": [[-1.4, -0.1, -2.1], [-1.1, 1.3, -0.1], [2.8, 1.4, -1.2], [0.4, 0.3, 0.5], [-0.5, 0.2, -1.2], [-0.2, -0.2, 0.7], [0.2, 0.0, 1.6], [-0.6, -0.4, -0.5], [0.8, 0.5, 1.1], [1.1, 0.1, 0.5], [1.0, -2.1, 1.4], [0.0, -0.2, -1.0], [-0.1, 0.6, 0.0], [-0.6, -0.6, -0.2], [-1.8, -0.8, 0.6]], "largest_force_ev_per_a": 3.40, "relative_energy_kcal_mol": 0.0, "e_homo_ev": [-6.6, -9.4], "orbital_gap_ev": [7.51, 8.66], "energy_ha": -1435.4824, "multiplicity": 3, "charge": 0, "s2": 2.0074}